C33H13F15GeNO2PtS4 as an isolated structure. Source: the Open Molecules 2025 dataset; level of theory: wB97M-V/def2-TZVPD.

Values from the calculation:
**Total charge**: +1
**E**: -183873.6576 eV
**HOMO (spin up / spin down)**: -11.11 / -11.16 eV
**ΔE to the lowest compared entry with this formula, charge and spin**: 0.000 eV
**Multiplicity**: 1
**Lowest unoccupied orbital energy (spin up / spin down)**: -0.2004 / -0.1999 Eh
**HOMO-LUMO gap (spin up / spin down)**: 5.6519 / 5.7185 eV

Each line ends with the natural charge from an NBO analysis.
Positions of all 70 atoms, in Å:
Pt: -0.23 0.57 -0.86  0.56
S: 0.37 -3.55 0.87  0.21
C: 0.08 -2.17 0.15  -0.55
S: -1.18 -1.49 -0.81  0.03
S: 1.19 -0.65 0.40  0.32
C: -2.69 1.84 1.48  -0.26
O: -2.68 1.70 0.05  -0.51
C: -3.86 1.58 -0.59  0.28
C: -5.10 1.63 0.05  -0.27
C: -6.26 1.41 -0.67  -0.16
C: -6.22 1.11 -2.02  -0.22
C: -5.00 1.06 -2.66  -0.20
C: -3.82 1.31 -1.96  0.12
N: -2.60 1.18 -2.67  -0.47
C: -1.40 1.73 -2.43  -0.04
C: -1.22 3.05 -1.92  -0.18
C: -2.17 4.08 -2.09  -0.13
C: -1.83 5.36 -1.79  -0.22
C: -0.54 5.68 -1.26  -0.13
C: 0.38 4.70 -1.02  -0.28
C: 0.03 3.34 -1.28  0.44
O: 0.78 2.39 -0.88  -0.65
H: -1.64 1.88 1.77  0.21
H: -3.16 0.97 1.95  0.20
H: -3.20 2.75 1.77  0.20
H: -5.15 1.83 1.11  0.24
H: -7.22 1.45 -0.16  0.23
H: -7.13 0.92 -2.57  0.24
H: -4.94 0.83 -3.72  0.22
H: -2.64 0.52 -3.42  0.42
H: -0.65 1.38 -3.14  0.27
H: -3.13 3.86 -2.54  0.22
H: -2.52 6.17 -1.99  0.23
H: -0.31 6.71 -1.04  0.24
H: 1.35 4.90 -0.59  0.25
F: 5.02 2.29 1.32  -0.30
C: 4.20 1.67 2.17  0.43
C: 3.86 0.34 1.98  -0.61
C: 3.06 -0.25 2.95  0.41
F: 2.74 -1.55 2.82  -0.31
C: 2.56 0.45 4.03  0.25
F: 1.78 -0.14 4.92  -0.27
C: 2.90 1.78 4.18  0.32
F: 2.44 2.46 5.20  -0.27
C: 3.73 2.40 3.25  0.25
F: 4.06 3.67 3.41  -0.27
Ge: 4.51 -0.81 0.55  1.45
S: 2.76 -1.29 -0.79  -0.22
C: 5.67 0.03 -0.78  -0.61
C: 5.26 1.20 -1.42  0.42
F: 4.08 1.75 -1.10  -0.31
C: 6.02 1.81 -2.38  0.25
F: 5.60 2.92 -2.97  -0.28
C: 7.25 1.27 -2.72  0.32
F: 7.99 1.85 -3.64  -0.26
C: 7.70 0.11 -2.10  0.25
F: 8.87 -0.41 -2.44  -0.27
C: 6.90 -0.48 -1.15  0.42
F: 7.35 -1.60 -0.57  -0.31
C: 5.30 -2.36 1.40  -0.60
C: 6.39 -2.11 2.21  0.41
F: 6.82 -0.84 2.31  -0.31
C: 7.05 -3.10 2.90  0.25
F: 8.09 -2.83 3.67  -0.27
C: 6.60 -4.41 2.77  0.32
F: 7.20 -5.38 3.41  -0.26
C: 5.51 -4.70 1.96  0.25
F: 5.09 -5.95 1.84  -0.27
C: 4.87 -3.67 1.28  0.42
F: 3.83 -3.98 0.51  -0.30



C33H15F4GaN11O as an isolated structure. Source: the Open Molecules 2025 dataset; level of theory: wB97M-V/def2-TZVPD.

Values from the calculation:
**Total charge**: +1
**E**: -116133.2418 eV
**HOMO**: -11.55 eV
**ΔE to the lowest compared entry with this formula, charge and spin**: 6.321 eV
**Multiplicity**: 1
**Lowest unoccupied orbital energy**: -0.1596 Eh
**HOMO-LUMO gap**: 7.2074 eV

Each line ends with the natural charge from an NBO analysis.
Positions of all 65 atoms, in Å:
Ga: -0.57 0.22 0.36  1.88
C: -3.50 -2.43 -2.98  -0.18
C: -2.23 -2.94 -3.18  -0.15
C: -1.11 -2.23 -2.76  -0.25
C: -1.30 -1.02 -2.14  0.18
C: -2.57 -0.49 -1.93  -0.26
C: -3.68 -1.21 -2.34  -0.17
N: -0.17 -0.13 -1.75  -0.40
C: 1.19 -0.74 -1.73  0.04
C: 1.86 -0.96 -2.93  -0.19
C: 3.14 -1.47 -2.91  -0.20
C: 3.76 -1.75 -1.69  -0.16
C: 3.09 -1.52 -0.50  -0.24
C: 1.79 -1.01 -0.51  0.20
N: 1.02 -0.81 0.65  -0.65
N: 1.66 -1.09 1.79  -0.14
C: 1.06 -1.25 2.91  0.26
C: 1.77 -1.39 4.16  -0.17
C: 1.15 -1.57 5.32  -0.22
C: -0.30 -1.71 5.35  -0.15
C: -1.05 -1.58 4.27  -0.08
N: -0.71 0.27 2.71  -0.65
H: -4.37 -3.00 -3.31  0.24
H: -2.10 -3.91 -3.64  0.24
H: -0.12 -2.63 -2.92  0.25
H: -2.69 0.49 -1.47  0.22
H: -4.67 -0.81 -2.18  0.24
H: 1.39 -0.71 -3.86  0.25
H: 3.66 -1.66 -3.84  0.24
H: 4.76 -2.14 -1.66  0.24
H: 3.55 -1.74 0.45  0.25
H: 2.85 -1.33 4.09  0.27
H: 1.71 -1.65 6.25  0.25
H: -0.80 -1.99 6.27  0.26
H: -2.12 -1.72 4.21  0.24
N: -0.45 -1.13 2.98  -0.19
C: -1.12 -1.92 1.81  0.71
O: -1.74 -1.19 0.96  -0.79
C: -0.98 -3.26 1.85  -0.41
C: -0.22 -3.93 2.87  0.26
N: 0.41 -4.46 3.67  -0.24
C: -1.60 -4.08 0.84  0.27
N: -2.12 -4.78 0.09  -0.23
H: -0.13 0.79 3.37  0.42
H: -1.69 0.46 2.92  0.41
F: -0.77 5.75 0.62  -0.28
C: -0.02 5.12 -0.28  0.36
C: -0.54 4.94 -1.54  0.39
F: -1.76 5.41 -1.81  -0.28
C: 0.05 4.05 -2.41  -0.14
C: 1.34 3.62 -2.12  0.37
C: 1.84 3.76 -0.84  0.34
F: 2.90 3.03 -0.49  -0.28
C: 1.09 4.40 0.13  -0.11
C: 0.98 3.72 1.47  -0.39
C: 0.06 2.76 1.24  0.52
N: -0.78 2.00 0.84  -0.84
C: 1.68 3.92 2.69  0.27
N: 2.26 4.05 3.68  -0.28
F: 2.00 2.83 -2.97  -0.29
C: -0.79 3.21 -3.31  -0.29
C: -0.60 1.92 -3.03  0.51
N: -0.09 0.85 -2.82  -0.26
C: -1.85 3.68 -4.14  0.25
N: -2.70 4.07 -4.82  -0.23



C33H18F15N4O8SV as an isolated structure. Source: the Open Molecules 2025 dataset; level of theory: wB97M-V/def2-TZVPD.

Values from the calculation:
**E**: -134137.2413 eV
**HOMO (spin up / spin down)**: -8.48 / -8.46 eV
**Multiplicity**: 1
**Lowest unoccupied orbital energy (spin up / spin down)**: -0.0863 / -0.0903 Eh
**HOMO-LUMO gap (spin up / spin down)**: 6.1312 / 6.0001 eV

Each line ends with the Mulliken charge.
Positions of all 80 atoms, in Å:
V: -1.13 -0.17 -1.53  -0.72
C: 4.64 3.53 -1.49  -1.54
C: 3.60 2.46 -1.28  0.40
C: 3.34 1.90 -0.04  -1.83
C: 2.38 0.91 0.12  -0.31
C: 1.64 0.43 -0.95  0.63
N: 0.60 -0.53 -0.80  1.71
C: 0.63 -1.63 0.10  0.65
C: 1.71 -1.86 0.95  -0.84
C: 1.66 -2.78 1.99  -1.18
C: 0.54 -3.56 2.19  0.30
C: 0.42 -4.49 3.37  -1.61
C: -0.44 -3.51 1.21  -0.29
C: -0.44 -2.60 0.17  -0.83
C: -1.39 -2.89 -1.03  1.55
O: -1.46 -1.81 -1.94  -0.89
C: -0.76 -4.09 -1.84  0.66
F: -1.15 -4.07 -3.11  -0.25
F: 0.57 -4.02 -1.83  -0.23
F: -1.11 -5.26 -1.30  -0.25
C: -2.89 -3.24 -0.69  0.10
F: -3.51 -2.18 -0.19  -0.16
F: -3.50 -3.59 -1.82  -0.27
F: -3.03 -4.24 0.19  -0.25
C: 1.85 1.04 -2.20  -0.35
C: 2.82 2.02 -2.35  -0.85
C: 0.98 0.65 -3.39  1.80
O: -0.31 0.35 -2.94  -0.35
C: 0.78 1.77 -4.45  0.38
F: 0.53 2.94 -3.87  -0.19
F: 1.88 1.90 -5.21  -0.27
F: -0.24 1.51 -5.25  -0.23
C: 1.57 -0.62 -4.09  0.55
F: 1.09 -0.77 -5.33  -0.28
F: 2.90 -0.49 -4.17  -0.29
F: 1.29 -1.72 -3.41  -0.07
H: 5.19 3.72 -0.57  0.40
H: 4.19 4.47 -1.81  0.32
H: 5.36 3.24 -2.26  0.36
H: 3.88 2.25 0.83  0.42
H: 2.19 0.54 1.11  0.40
H: 2.63 -1.33 0.78  1.10
H: 2.52 -2.88 2.64  0.36
H: 1.24 -4.36 4.07  0.38
H: 0.41 -5.54 3.05  0.40
H: -0.52 -4.32 3.91  0.31
H: -1.23 -4.25 1.25  0.64
H: 2.99 2.46 -3.32  0.70
F: -4.47 5.36 -1.69  -0.32
C: -4.18 4.06 -1.91  0.58
F: -5.09 3.34 -1.26  -0.21
F: -4.35 3.84 -3.22  -0.23
C: -2.78 3.73 -1.47  0.13
C: -1.96 4.72 -0.97  -0.33
C: -0.67 4.41 -0.53  -1.31
C: -0.27 3.10 -0.59  0.03
N: -1.06 2.13 -1.07  0.45
C: -2.29 2.42 -1.55  0.72
S: -3.09 1.05 -2.24  -0.66
H: -2.32 5.74 -0.92  0.53
H: 0.00 5.17 -0.15  0.53
H: 0.71 2.79 -0.25  0.22
O: -3.41 0.73 1.38  -0.56
C: -2.34 0.22 1.28  -0.75
O: -1.80 -0.19 0.11  -0.12
C: -1.47 -0.12 2.44  0.83
C: -1.88 -1.12 3.31  -0.26
C: -1.10 -1.38 4.42  -0.43
C: 0.05 -0.69 4.72  -0.60
C: 0.41 0.30 3.83  -0.72
C: -0.31 0.60 2.69  0.48
N: 1.63 1.09 4.13  1.14
O: 1.87 2.04 3.41  -0.62
O: 2.30 0.75 5.08  -0.65
N: -1.53 -2.46 5.35  1.11
O: -0.99 -2.51 6.43  -0.64
O: -2.38 -3.22 4.96  -0.58
H: -2.79 -1.69 3.14  0.55
H: 0.63 -0.90 5.60  0.69
H: 0.01 1.40 2.04  0.82



C33H21F6IN4O13S2TeW as an isolated structure. Source: the Open Molecules 2025 dataset; level of theory: wB97M-V/def2-TZVPD.

Values from the calculation:
**E**: -122334.2571 eV
**HOMO (spin up / spin down)**: -7.47 / -7.93 eV
**ΔE to the lowest compared entry with this formula, charge and spin**: 0.617 eV
**Multiplicity**: 1
**Lowest unoccupied orbital energy (spin up / spin down)**: -0.0345 / -0.0466 Eh
**HOMO-LUMO gap (spin up / spin down)**: 6.5296 / 6.6607 eV

Each line ends with the Mulliken charge.
Positions of all 82 atoms, in Å:
W: -0.74 0.99 -0.33  1.12
O: -1.02 -2.22 -5.70  -0.57
C: -1.00 -1.57 -4.53  0.71
C: -1.45 -2.14 -3.34  -0.64
C: -1.37 -1.39 -2.19  -0.04
N: -0.90 -0.15 -2.18  0.52
C: -0.47 0.40 -3.33  0.73
C: -0.50 -0.26 -4.52  -0.68
C: -0.02 1.81 -3.11  0.03
O: 0.43 2.51 -3.98  -0.67
O: -0.26 2.18 -1.86  -0.60
C: -1.77 -1.85 -0.82  0.26
O: -2.32 -2.91 -0.63  -0.75
O: -1.44 -0.97 0.07  -0.18
H: -1.39 -3.10 -5.59  0.31
H: -1.85 -3.14 -3.28  0.51
H: -0.14 0.22 -5.42  0.61
F: 4.80 1.91 0.82  -0.23
C: 3.87 2.42 1.63  0.62
F: 4.46 3.24 2.49  -0.24
F: 3.29 1.42 2.30  -0.13
S: 2.63 3.32 0.60  1.01
O: 2.14 2.33 -0.33  -0.39
O: 3.30 4.47 0.09  -0.68
N: 1.60 3.64 1.74  -0.47
S: 0.06 3.74 1.66  1.15
O: -0.55 3.10 0.48  -0.73
O: -0.56 3.48 2.91  -0.72
C: -0.29 5.50 1.26  0.60
F: -1.62 5.68 1.19  -0.20
F: 0.25 5.82 0.09  -0.20
F: 0.20 6.29 2.21  -0.21
I: -6.66 0.14 0.02  0.10
C: -5.10 1.42 -0.49  -0.72
C: -5.33 2.75 -0.82  0.04
C: -4.25 3.55 -1.13  -1.25
C: -2.98 3.01 -1.09  -0.11
N: -2.76 1.73 -0.79  -0.07
C: -3.80 0.95 -0.47  0.24
H: -6.34 3.14 -0.82  0.43
H: -4.38 4.59 -1.38  0.45
H: -2.10 3.60 -1.32  0.60
H: -3.57 -0.07 -0.18  0.44
Te: 2.05 -0.60 -0.31  0.51
C: 2.48 -0.92 -2.35  0.47
C: 2.86 0.21 -3.06  -0.51
C: 3.11 0.12 -4.42  -0.59
C: 2.99 -1.10 -5.07  -0.62
C: 2.63 -2.23 -4.36  -0.69
C: 2.36 -2.15 -3.00  -0.25
C: 1.81 -2.56 0.42  0.57
C: 2.48 -2.83 1.61  -0.77
C: 2.31 -4.05 2.25  -0.63
C: 1.48 -5.02 1.68  -0.69
C: 0.82 -4.75 0.49  -0.83
C: 0.98 -3.53 -0.14  0.23
H: 2.96 1.17 -2.56  0.40
H: 3.40 1.01 -4.97  0.43
H: 3.19 -1.17 -6.14  0.39
H: 2.55 -3.19 -4.86  0.45
H: 2.09 -3.04 -2.44  0.46
H: 3.12 -2.08 2.06  0.55
H: 2.82 -4.25 3.18  0.48
H: 1.35 -5.97 2.18  0.39
H: 0.17 -5.50 0.05  0.42
H: 0.45 -3.34 -1.06  0.17
O: -1.92 0.98 1.61  -0.82
C: -0.91 0.53 2.21  0.94
O: 0.20 0.63 1.59  0.04
C: -0.98 -0.15 3.51  -0.07
C: -2.18 -0.23 4.20  -0.76
C: -2.25 -0.94 5.39  -0.82
C: -1.12 -1.58 5.88  -0.53
C: 0.06 -1.49 5.16  -0.34
C: 0.16 -0.78 3.99  -0.12
N: 1.25 -2.20 5.66  1.12
O: 1.14 -2.85 6.68  -0.65
O: 2.27 -2.13 5.00  -0.60
H: -3.05 0.27 3.80  0.56
H: -3.18 -1.00 5.94  0.42
H: -1.15 -2.16 6.79  0.52
H: 1.09 -0.73 3.45  0.76



C33H21F6IN4O13S2TeW as an isolated structure. Source: the Open Molecules 2025 dataset; level of theory: wB97M-V/def2-TZVPD.

Values from the calculation:
**E**: -122332.6608 eV
**<S²>**: 2.007
**HOMO (spin up / spin down)**: -8.57 / -8.65 eV
**ΔE to the lowest compared entry with this formula, charge and spin**: 2.304 eV
**Multiplicity**: 3
**Lowest unoccupied orbital energy (spin up / spin down)**: -0.0673 / -0.0574 Eh
**HOMO-LUMO gap (spin up / spin down)**: 6.7377 / 7.0886 eV

Each line ends with the Mulliken charge.
Positions of all 82 atoms, in Å:
W: 0.37 0.02 -1.53  1.06
O: -3.88 4.05 -3.64  -0.54
C: -2.93 3.21 -3.20  1.00
C: -1.65 3.65 -2.83  -0.61
C: -0.75 2.71 -2.40  0.22
N: -1.07 1.42 -2.33  0.62
C: -2.28 0.99 -2.67  0.47
C: -3.25 1.85 -3.13  -0.91
C: -2.41 -0.50 -2.50  0.04
O: -3.41 -1.11 -2.74  -0.68
O: -1.28 -1.01 -2.03  0.34
C: 0.67 2.94 -1.98  0.01
O: 1.11 4.04 -1.76  -0.68
O: 1.32 1.80 -1.88  -0.51
H: -3.56 4.96 -3.66  0.33
H: -1.36 4.69 -2.87  0.50
H: -4.22 1.48 -3.41  0.63
F: 5.46 1.65 -0.77  -0.18
C: 5.68 0.36 -0.63  0.50
F: 6.63 -0.05 -1.44  -0.19
F: 5.96 0.06 0.62  -0.20
S: 3.40 -1.28 -2.41  0.47
O: 2.14 -0.66 -1.54  0.15
O: 3.72 -2.52 -1.75  -0.60
N: 2.61 -1.69 -3.80  -0.27
S: 1.54 -0.89 -4.51  0.64
O: 0.59 -0.17 -3.58  -1.06
O: 0.88 -1.52 -5.59  -0.63
C: 2.34 0.60 -5.24  0.73
F: 3.16 0.24 -6.22  -0.22
F: 3.05 1.23 -4.30  -0.21
F: 1.43 1.44 -5.73  -0.23
I: 1.08 -5.52 0.70  0.09
C: 0.05 -4.77 -0.95  -0.23
C: -1.30 -5.02 -1.12  -0.17
C: -1.92 -4.49 -2.25  -0.65
C: -1.17 -3.74 -3.13  -0.42
N: 0.13 -3.50 -2.96  -0.17
C: 0.73 -4.00 -1.89  -0.42
H: -1.86 -5.61 -0.40  0.44
H: -2.98 -4.65 -2.43  0.43
H: -1.62 -3.31 -4.01  0.48
H: 1.79 -3.79 -1.78  0.58
Te: 2.20 1.07 1.01  0.51
C: 1.38 2.88 1.72  0.05
C: 2.21 3.78 2.39  -0.62
C: 1.70 4.98 2.85  -0.62
C: 0.36 5.29 2.65  -0.54
C: -0.47 4.40 1.98  -1.07
C: 0.04 3.19 1.52  0.24
C: 1.58 -0.10 2.64  0.23
C: 2.00 -1.43 2.66  -0.42
C: 1.61 -2.25 3.70  -0.71
C: 0.79 -1.76 4.71  -0.53
C: 0.37 -0.44 4.69  -0.68
C: 0.77 0.40 3.65  -0.17
H: 3.26 3.54 2.54  0.47
H: 2.34 5.68 3.37  0.40
H: -0.04 6.23 3.02  0.39
H: -1.51 4.64 1.83  0.48
H: -0.60 2.50 1.00  0.47
H: 2.62 -1.83 1.86  0.35
H: 1.94 -3.28 3.71  0.49
H: 0.49 -2.42 5.52  0.43
H: -0.26 -0.06 5.47  0.48
H: 0.44 1.43 3.64  0.51
O: 0.13 -1.44 0.04  -0.65
C: -0.75 -0.74 0.62  1.08
O: -0.94 0.42 0.12  -0.28
C: -1.51 -1.23 1.78  -0.33
C: -1.41 -2.56 2.16  0.21
C: -2.14 -3.03 3.24  -1.02
C: -2.97 -2.16 3.94  -0.39
C: -3.04 -0.84 3.55  -0.65
C: -2.34 -0.35 2.47  0.30
N: -3.90 0.09 4.31  1.08
O: -4.52 -0.37 5.24  -0.64
O: -3.94 1.24 3.95  -0.62
H: -0.75 -3.22 1.60  0.11
H: -2.07 -4.07 3.53  0.49
H: -3.55 -2.50 4.79  0.54
H: -2.42 0.69 2.19  0.69



C33H22CdF9N3OP as an isolated structure. Source: the Open Molecules 2025 dataset; level of theory: wB97M-V/def2-TZVPD.

Values from the calculation:
**Total charge**: +1
**E**: -79403.4113 eV
**HOMO**: -11.65 eV
**Multiplicity**: 1
**Lowest unoccupied orbital energy**: -0.1333 Eh
**HOMO-LUMO gap**: 8.0246 eV

Each line ends with the natural charge from an NBO analysis.
Positions of all 70 atoms, in Å:
Cd: 1.92 0.06 0.34  1.63
O: 3.27 -2.50 3.25  -0.63
C: 2.83 -1.98 2.24  0.61
N: 1.83 -1.09 2.12  -0.88
C: 1.42 -0.36 3.29  -0.28
C: 1.55 1.15 3.10  0.26
C: 1.32 1.98 4.19  -0.24
C: 1.47 3.34 4.06  -0.12
C: 1.88 3.87 2.84  -0.25
C: 2.08 3.00 1.80  0.04
N: 1.90 1.67 1.92  -0.62
C: 3.55 -2.31 0.92  0.13
C: 4.37 -3.43 0.89  -0.20
C: 5.17 -3.65 -0.21  -0.13
C: 5.15 -2.75 -1.27  -0.24
C: 4.30 -1.67 -1.19  0.05
N: 3.51 -1.46 -0.13  -0.59
H: 0.38 -0.57 3.56  0.22
H: 2.02 -0.65 4.16  0.25
H: 1.02 1.54 5.13  0.24
H: 1.29 3.99 4.91  0.24
H: 2.03 4.93 2.70  0.24
H: 2.38 3.36 0.82  0.21
H: 4.37 -4.08 1.75  0.27
H: 5.83 -4.51 -0.24  0.24
H: 5.79 -2.87 -2.13  0.24
H: 4.24 -0.95 -1.99  0.21
F: -5.93 -3.92 -2.34  -0.31
C: -4.83 -3.94 -3.11  0.96
F: -5.18 -3.50 -4.32  -0.31
F: -4.43 -5.21 -3.22  -0.31
C: -3.74 -3.07 -2.51  -0.04
C: -2.52 -3.60 -2.16  -0.20
C: -1.55 -2.77 -1.61  -0.18
C: -1.81 -1.42 -1.44  -0.34
C: -3.04 -0.89 -1.80  -0.19
C: -4.01 -1.71 -2.34  -0.18
P: -0.55 -0.34 -0.72  0.77
C: -0.28 0.94 -2.02  -0.35
C: -0.08 0.41 -3.30  -0.22
C: 0.23 1.23 -4.37  -0.16
C: 0.35 2.60 -4.18  -0.13
C: 0.18 3.14 -2.92  -0.17
C: -0.12 2.32 -1.84  -0.18
C: 0.67 3.53 -5.33  0.97
F: 1.80 4.21 -5.09  -0.32
F: 0.82 2.87 -6.48  -0.31
F: -0.31 4.43 -5.50  -0.31
C: -1.39 0.34 0.77  -0.33
C: -1.44 1.66 1.20  -0.23
C: -1.97 1.98 2.44  -0.12
C: -2.46 0.98 3.27  -0.14
C: -2.43 -0.34 2.85  -0.17
C: -1.89 -0.66 1.61  -0.20
C: -2.96 1.36 4.63  0.97
F: -3.44 0.31 5.31  -0.31
F: -1.97 1.90 5.37  -0.33
F: -3.93 2.28 4.56  -0.31
H: -2.33 -4.66 -2.30  0.25
H: -0.59 -3.19 -1.33  0.23
H: -3.25 0.17 -1.66  0.23
H: -4.97 -1.31 -2.63  0.24
H: -0.18 -0.65 -3.47  0.23
H: 0.36 0.81 -5.36  0.25
H: 0.28 4.21 -2.77  0.24
H: -0.24 2.78 -0.88  0.20
H: -1.06 2.47 0.61  0.21
H: -2.01 3.01 2.77  0.23
H: -2.81 -1.13 3.49  0.25
H: -1.86 -1.70 1.30  0.23



Look up the E of the sixth one.
-79403.4113 eV



What is the formula in the second record?
C33H15F4GaN11O